(1)
{
  "formula": "C14H34N5O8S",
  "method": "ωB97M-V/def2-TZVPD",
  "orbital_gap_ha": 0.2797,
  "total_charge": 1,
  "e_homo_ev": -10.8,
  "symbols": ["S", "O", "O", "O", "O", "O", "O", "O", "O", "N", "N", "N", "N", "N", "C", "C", "C", "C", "C", "C", "C", "C", "C", "C", "C", "C", "C", "C", "H", "H", "H", "H", "H", "H", "H", "H", "H", "H", "H", "H", "H", "H", "H", "H", "H", "H", "H", "H", "H", "H", "H", "H", "H", "H", "H", "H", "H", "H", "H", "H", "H", "H"],
  "coordinates": [[2.9352, 2.1658, 1.1484], [7.4499, 2.0546, -2.0069], [-5.3851, -1.3090, -1.0562], [4.8410, 1.3470, -1.1435], [-5.6318, -2.2483, -3.8346], [1.7512, 2.0127, 1.9166], [-2.6005, 1.1541, 2.9588], [-3.0608, -1.7506, 3.0810], [4.2368, 2.1267, 1.7147], [4.0181, -1.0521, -2.6225], [2.8466, 0.7977, 0.0791], [2.2704, -1.0436, -1.0228], [3.7718, 0.5656, -0.9375], [0.8537, -0.4317, 0.7779], [-6.2278, -2.3706, -0.6390], [8.3639, 1.3993, 0.1259], [7.1313, 1.8623, -0.6342], [-3.4751, -1.6404, 4.4318], [6.0646, 0.7996, -0.5340], [-4.3053, -1.7249, -1.8719], [-1.3424, 0.9199, 3.5534], [2.7995, 3.5171, 0.0343], [1.9511, -0.2401, -0.0323], [-3.7336, -0.8674, 2.2014], [-2.8789, 0.3271, 1.8439], [-4.5652, -1.4659, -3.3401], [3.3839, -0.5361, -1.5805], [-6.8564, -1.5464, -3.9540], [9.2261, 1.9496, -0.2432], [-1.3214, 1.4633, 4.4958], [-3.9681, -1.4144, 1.2835], [-4.0958, -2.7887, -1.7175], [3.7969, 3.8567, -0.2248], [-3.4186, -1.1577, -1.5651], [-1.1820, -0.1437, 3.7527], [6.3735, -0.0746, -1.1103], [-4.4823, -2.0464, 4.5669], [6.7597, 2.7910, -0.1901], [-0.5307, 1.2995, 2.9191], [-3.4623, -0.6027, 4.7744], [-1.9433, -0.0328, 1.3944], [3.5699, -1.8025, -3.1220], [-7.6275, -2.2830, -4.1694], [-6.8164, -0.8262, -4.7778], [1.0837, -0.4409, 1.7647], [0.1149, 0.2458, 0.6273], [-3.6671, -1.7301, -3.9082], [7.0436, 2.8598, -2.3370], [-3.4052, 0.9330, 1.1011], [2.2398, 3.2143, -0.8475], [-6.5266, -2.9987, -1.4807], [-7.1099, -1.0190, -3.0313], [-5.7314, -2.9941, 0.1130], [-7.1134, -1.9213, -0.1942], [-4.6769, -0.5268, 2.6391], [-4.7642, -0.3999, -3.4966], [8.5581, 0.3366, -0.0328], [8.2435, 1.5620, 1.1958], [4.9046, -0.7049, -2.9478], [5.8654, 0.5281, 0.4970], [2.2366, 4.2721, 0.5838], [-2.7793, -2.2254, 5.0303]],
  "mulliken_charge": [1.184, -0.563, -0.349, -0.376, -0.367, -0.567, -0.412, -0.424, -0.590, -0.364, 0.044, -0.634, 0.126, -0.440, -0.838, -1.382, 0.332, -0.742, -0.522, -0.303, -0.331, -0.976, 0.241, -0.151, 0.220, -0.692, 0.655, -0.665, 0.364, 0.292, 0.025, 0.362, 0.296, 0.279, 0.328, 0.497, 0.334, 0.274, -0.030, 0.339, -0.339, 0.261, 0.243, 0.323, 0.332, 0.261, 0.392, 0.342, 0.403, 0.348, 0.389, 0.276, 0.345, 0.249, 0.350, 0.352, 0.359, 0.369, 0.208, 0.330, 0.486, 0.248]
}

(2)
{
  "formula": "C14H35BF2N2O7PS",
  "method": "ωB97M-V/def2-TZVPD",
  "orbital_gap_ha": 0.2268,
  "total_charge": 1,
  "e_homo_ev": -10.6,
  "symbols": ["S", "P", "F", "F", "O", "O", "O", "O", "O", "O", "O", "N", "N", "C", "C", "C", "C", "C", "C", "C", "C", "C", "C", "C", "C", "C", "C", "B", "H", "H", "H", "H", "H", "H", "H", "H", "H", "H", "H", "H", "H", "H", "H", "H", "H", "H", "H", "H", "H", "H", "H", "H", "H", "H", "H", "H", "H", "H", "H", "H", "H", "H", "H"],
  "coordinates": [[4.8071, 2.0106, 2.4587], [1.7573, 2.7565, 0.5860], [-3.1729, 1.9897, 1.6192], [0.8036, 1.4330, -1.6149], [0.4043, 3.8729, 0.6933], [2.7717, 3.4716, -0.6850], [5.8180, -1.3972, 2.8564], [0.1268, 0.4497, 0.5725], [-4.0003, -0.2915, -2.4249], [3.7206, 0.7651, 0.3201], [6.0553, -0.8135, 0.3351], [-6.8385, -1.0115, -1.8880], [-0.3920, -4.0076, -1.3886], [2.8670, -0.7057, -1.5225], [-3.7634, 2.0392, -1.5258], [3.2309, -2.3181, -1.2889], [1.1922, 1.0771, -0.2254], [-3.5170, 0.4458, -1.2313], [0.4989, -2.7630, -1.2689], [-1.2111, 0.9401, 0.2103], [-2.2327, 0.8271, 1.5297], [-1.4390, 0.6977, 2.9582], [-1.9570, 0.0170, -0.9683], [4.1011, 0.4075, 1.6947], [2.5026, 0.0731, -0.1275], [-0.8484, 2.1547, 3.5253], [1.9760, -3.1958, -0.7051], [5.3583, -0.6583, 1.6603], [-2.9372, -0.1337, 1.4549], [-6.0900, -0.5944, -2.4537], [-0.6285, -0.1615, 2.9947], [1.9072, -3.2192, 0.4763], [3.6844, -2.8090, -2.2768], [-1.2320, 2.0406, -0.1869], [-3.1832, 2.7739, -0.8239], [0.2789, 2.0568, 3.8469], [3.2154, 0.1038, 2.3963], [0.0196, -2.0298, -0.4584], [-0.8751, -3.9281, -2.3278], [-1.3415, 0.0885, -1.9880], [5.2835, -2.2442, 2.9085], [-7.0507, -1.9520, -2.2409], [-1.5537, 2.5107, 4.4202], [3.8694, -0.2245, -1.9460], [0.1363, 4.1649, -0.2485], [-1.0257, 2.9194, 2.6572], [-3.5023, 2.3419, -2.6502], [2.0296, -0.6912, -2.3392], [0.5166, -2.2751, -2.3425], [2.1494, -4.3239, -1.0387], [-1.9443, -1.0870, -0.5507], [-4.9216, 2.2434, -1.3243], [4.0934, -2.3740, -0.4783], [-2.2608, 0.3822, 3.7650], [-4.1861, 0.0584, -0.3239], [-4.2822, -1.2249, -2.1926], [2.2330, -0.7791, 0.6641], [6.4143, 0.1084, 0.0853], [-1.1957, -3.9259, -0.6985], [-6.5338, -1.0737, -0.9095], [5.8174, 1.6384, 3.3594], [2.1565, 3.7789, -1.4368], [-7.6796, -0.4256, -1.9478]],
  "mulliken_charge": [-0.252, 0.110, -0.419, -0.385, -0.516, -0.508, -0.546, -0.333, -0.732, -0.307, -0.548, -0.468, -0.670, -0.732, -1.145, -0.587, 0.951, 0.586, 0.574, 0.486, -0.208, -0.517, -0.582, 0.104, -0.094, -0.709, -0.660, 0.483, 0.240, 0.355, 0.194, 0.208, 0.353, 0.162, 0.243, 0.186, 0.162, -0.495, 0.290, 0.195, 0.306, 0.389, 0.292, 0.352, 0.322, 0.152, 0.305, 0.332, 0.218, 0.405, 0.228, 0.289, 0.051, 0.398, 0.080, 0.389, 0.183, 0.331, 0.260, 0.365, 0.187, 0.302, 0.393]
}

(3)
{
  "formula": "C14H35N2NbO3",
  "method": "ωB97M-V/def2-TZVPD",
  "orbital_gap_ha": 0.1020,
  "total_charge": 0,
  "e_homo_ev": -7.1,
  "symbols": ["Nb", "O", "O", "O", "N", "N", "C", "C", "C", "C", "C", "C", "C", "C", "C", "C", "C", "C", "C", "C", "H", "H", "H", "H", "H", "H", "H", "H", "H", "H", "H", "H", "H", "H", "H", "H", "H", "H", "H", "H", "H", "H", "H", "H", "H", "H", "H", "H", "H", "H", "H", "H", "H", "H", "H"],
  "coordinates": [[-3.0423, 3.8902, 0.1473], [1.8307, -0.7216, 0.5293], [-6.7778, 1.3229, -1.8686], [-4.3541, 3.4788, -1.4532], [-0.6709, 1.7788, -0.0471], [3.1834, -1.0617, 0.3319], [-1.1559, 0.3783, -0.3509], [3.6587, -1.7681, 1.5688], [-7.4869, 1.9109, 0.5155], [-6.2450, 1.9279, -0.6039], [-1.2948, 2.8270, -0.9417], [-5.7673, 3.4488, -1.0062], [3.2435, -1.0539, 2.8953], [5.2145, -1.7327, 1.5993], [3.1423, -3.2339, 1.6506], [2.5489, -1.1085, -2.1313], [2.7273, -3.2691, -0.8296], [3.2795, -1.8251, -0.9542], [3.3135, -4.0247, 0.3578], [4.7547, -1.8892, -1.4406], [2.0756, -3.2355, 1.9075], [-8.5412, 1.7609, -0.0101], [-5.3238, 1.2755, -0.2581], [-0.6426, -0.1325, -1.2760], [-0.8742, -0.2859, 0.6001], [0.3694, 1.8503, 0.0042], [-3.5658, 2.3551, 0.9608], [-1.6941, 2.4325, -1.9686], [-2.3257, 0.4016, -0.4201], [1.6342, -3.2480, -0.7263], [2.9314, -3.8356, -1.7484], [3.6958, -1.5541, 3.7629], [-6.0186, 4.2375, -0.1722], [2.7263, -1.6302, -3.0817], [2.8151, -4.9952, 0.4550], [4.8159, -2.3138, -2.4508], [-1.9273, 4.2653, 1.5230], [-4.3122, 4.8970, 1.0209], [-0.4875, 3.6881, -1.1176], [5.6106, -0.9079, 0.9966], [5.6068, -1.5671, 2.6102], [5.2007, -0.8892, -1.4823], [5.3949, -2.5221, -0.8261], [-7.2699, 0.4717, -1.6497], [-7.5458, 2.9190, 1.1272], [5.6649, -2.6657, 1.2517], [2.9123, -0.0799, -2.2528], [-6.4125, 3.7673, -1.9585], [1.4617, -1.0735, -2.0023], [2.1626, -1.0728, 3.0678], [3.6510, -3.7673, 2.4644], [-2.5260, 5.4104, -0.7031], [4.3729, -4.2469, 0.1842], [-7.3138, 1.0251, 1.2927], [3.5769, -0.0090, 2.9068]],
  "mulliken_charge": [-0.325, -0.396, -0.583, -0.670, -0.045, 0.221, -0.473, 1.858, -1.045, 0.934, -0.678, -0.475, -1.895, -1.744, -1.250, -1.529, -1.187, 1.587, -0.470, -1.716, 0.397, 0.284, -0.151, 0.190, 0.164, 0.224, 0.044, 0.329, 0.213, 0.349, 0.370, 0.481, 0.182, 0.421, 0.385, 0.429, 0.092, 0.091, 0.382, 0.344, 0.474, 0.380, 0.323, 0.306, 0.271, 0.326, 0.440, 0.247, 0.123, 0.343, 0.337, 0.059, 0.296, 0.284, 0.454]
}

(4)
{
  "formula": "C14H35N7O2P",
  "method": "ωB97M-V/def2-TZVPD",
  "orbital_gap_ha": 0.2077,
  "total_charge": 1,
  "e_homo_ev": -9.6,
  "symbols": ["P", "O", "O", "N", "N", "N", "N", "N", "N", "N", "C", "C", "C", "C", "C", "C", "C", "C", "C", "C", "C", "C", "C", "C", "H", "H", "H", "H", "H", "H", "H", "H", "H", "H", "H", "H", "H", "H", "H", "H", "H", "H", "H", "H", "H", "H", "H", "H", "H", "H", "H", "H", "H", "H", "H", "H", "H", "H", "H"],
  "coordinates": [[-1.4053, 2.5968, -0.9694], [-0.1471, 2.7541, -1.8581], [0.9401, -2.0990, -1.4946], [5.5141, -1.5459, 2.6114], [-1.5271, 0.9513, -1.3303], [4.1505, -1.6161, 2.3561], [-2.8517, 2.4160, 0.0522], [4.2462, -0.8794, 4.6307], [-2.3310, 3.6162, -1.9876], [1.8755, -1.2031, 3.5042], [-2.6654, 3.1232, 1.3211], [0.5628, -3.1078, 2.1874], [3.2728, -1.2242, 3.5254], [0.7689, -4.3289, -0.2878], [-0.7098, 0.0923, -0.4719], [-4.2302, 2.6114, -0.3952], [1.0517, -1.5448, 2.2803], [-2.6019, 3.2455, -3.3723], [-2.6486, 0.1941, -1.8396], [5.6298, -1.0785, 4.0464], [1.8828, -1.1198, -2.0664], [1.4750, -4.0494, 1.1814], [1.5616, -3.4381, -1.4600], [-1.8467, 5.0048, -1.9703], [-3.3720, -0.0540, -1.0549], [0.4415, -3.6231, 3.2359], [2.6957, -1.5795, -2.7738], [0.0556, -0.8921, 2.3613], [1.4869, -3.9705, -2.5140], [-1.6862, 2.8805, 1.7488], [2.5088, -3.5387, 0.9805], [1.7127, -5.0908, 1.7136], [3.9325, -1.9368, 1.3873], [-1.2259, -0.1250, 0.4709], [-3.4174, 2.8292, 2.0609], [-2.9800, 4.0953, -3.9543], [-3.4031, 2.5087, -3.4227], [-0.5272, -3.0843, 1.7020], [0.9879, -5.4653, -0.5801], [-4.4767, 3.6680, -0.5493], [0.2415, 0.5773, -0.2280], [1.2200, -0.3787, -2.7268], [2.6979, -3.3156, -1.1835], [-4.9267, 2.2162, 0.3544], [-3.1718, 0.7031, -2.6450], [2.4174, -0.4611, -1.2491], [-1.7192, 2.8540, -3.8849], [6.2297, -1.7988, 1.8928], [-0.4588, -0.8511, -0.9646], [-2.7122, 4.2088, 1.1801], [-0.3868, -4.1438, -0.3088], [1.6786, -1.2245, 1.3224], [-0.9496, 5.1320, -2.5835], [-4.4530, 2.0697, -1.3159], [-2.3123, -0.7501, -2.2815], [1.4242, -0.8732, 4.4007], [-2.6202, 5.6897, -2.3315], [6.7039, -0.9608, 4.4960], [-1.6024, 5.3150, -0.9479]],
  "mulliken_charge": [0.886, -0.856, -0.237, -0.392, 0.448, 0.289, -0.055, -0.467, 0.203, -0.006, -1.086, -0.634, 0.213, -0.622, -1.661, -0.902, -0.310, -1.070, -0.962, 0.054, -0.792, -0.217, -0.641, -1.106, 0.399, 0.305, 0.407, 0.210, 0.275, 0.337, -0.069, 0.401, 0.289, 0.257, 0.362, 0.368, 0.263, 0.319, 0.277, 0.316, 0.482, 0.243, 0.386, 0.353, 0.168, 0.195, 0.319, 0.277, 0.684, 0.352, 0.347, 0.115, 0.341, 0.298, 0.290, 0.305, 0.341, 0.353, 0.358]
}